Computed, not measured: a gas-phase ion, C33H40N5O4 (charge +1) at a distorted geometry, with the ωB97M-V functional and the def2-TZVPD basis.

XYZ file:
```
82
C33H40N5O4, DFT the ωB97M-V functional and the def2-TZVPD basis
C -1.44 5.38 -0.85
N -1.45 3.95 -0.67
C -2.63 3.24 -0.71
O -3.76 3.72 -0.77
C -2.27 1.76 -0.63
C -2.81 0.94 -1.80
C -4.32 0.83 -1.78
C -5.07 1.24 -2.89
C -6.46 1.23 -2.84
C -7.12 0.75 -1.70
C -6.37 0.29 -0.61
C -4.97 0.32 -0.65
N -0.81 1.79 -0.58
C -0.11 0.62 -0.45
C 1.24 0.48 -0.56
C 2.10 -0.37 0.33
C 3.57 -0.40 -0.24
C 4.11 0.83 -0.59
C 5.47 0.96 -0.96
N 5.98 2.21 -1.41
O 7.19 2.27 -1.72
O 5.20 3.19 -1.51
C 6.32 -0.16 -0.96
C 5.75 -1.41 -0.69
C 4.38 -1.54 -0.42
C -0.26 3.13 -0.85
C 0.25 3.25 -2.29
C 0.85 3.53 0.12
H -2.45 5.76 -0.68
H -0.75 5.84 -0.14
H -1.12 5.66 -1.86
H -2.64 1.36 0.33
H -2.48 1.42 -2.74
H -2.36 -0.07 -1.77
H -4.53 1.61 -3.77
H -7.03 1.59 -3.70
H -8.20 0.74 -1.66
H -6.87 -0.10 0.28
H -4.37 -0.03 0.20
H -0.78 -0.23 -0.28
H 1.76 1.10 -1.30
H 2.21 0.21 1.28
H 3.51 1.74 -0.60
H 7.37 0.00 -1.20
H 6.40 -2.28 -0.73
H 3.94 -2.54 -0.34
H -0.53 2.96 -3.00
H 0.57 4.28 -2.49
H 1.11 2.59 -2.45
H 0.46 3.52 1.15
H 1.69 2.84 0.05
H 1.20 4.54 -0.12
C -2.32 -1.82 3.44
C -2.16 -1.52 1.97
N -0.93 -2.05 1.36
C -0.96 -3.53 1.17
C -1.64 -3.95 -0.13
C 0.22 -1.32 1.58
C 1.43 -1.62 0.68
N 2.25 -2.55 1.51
C 2.79 -2.08 2.67
C 3.71 -2.84 3.36
C 4.07 -4.10 2.86
C 3.41 -4.61 1.75
C 2.49 -3.82 1.08
O 0.27 -0.45 2.44
H -3.21 -1.29 3.80
H -2.48 -2.88 3.65
H -1.47 -1.46 4.01
H -2.98 -1.98 1.41
H -2.17 -0.44 1.79
H 0.05 -3.95 1.23
H -1.54 -3.93 2.01
H -2.13 -4.92 0.00
H -2.38 -3.21 -0.45
H -0.89 -4.06 -0.93
H 1.10 -2.19 -0.21
H 2.41 -1.12 2.99
H 4.10 -2.43 4.28
H 4.80 -4.70 3.39
H 3.57 -5.62 1.36
H 1.94 -4.11 0.18
```

- Total charge: +1
- LUMO level: -0.1614 Ha
- Spin multiplicity: 1
- Orbital gap: 5.8 eV

=====

Computed, not measured: a molecular structure, C21H18N2O2 at a distorted geometry, with the ωB97M-V functional and the def2-TZVPD basis.

XYZ file:
```
43
C21H18N2O2, DFT the ωB97M-V functional and the def2-TZVPD basis
C 4.40 -1.94 4.26
C 3.22 -1.83 3.20
C 2.11 -2.83 3.27
C 1.18 -2.75 2.48
C 1.28 -1.74 1.44
C 2.20 -0.79 1.56
C 3.29 -0.81 2.52
H 4.03 -0.28 2.18
H 2.11 -0.16 0.71
N 0.01 -1.66 0.67
C -0.02 -1.68 -0.59
O 1.14 -1.52 -1.28
C -1.13 -1.54 -1.39
N -1.53 -0.65 -2.32
C -1.93 0.58 -2.21
C -3.33 0.79 -1.74
C -3.87 2.14 -1.73
C -3.20 3.19 -1.77
C -1.96 3.04 -2.22
C -1.14 4.28 -2.13
C 0.33 4.13 -2.49
C 0.85 2.91 -2.33
C 0.09 1.75 -2.37
C -1.27 1.85 -2.05
H 0.68 0.62 -2.65
H 1.93 2.95 -2.73
H 0.99 5.23 -2.57
H -1.71 5.12 -2.20
H -3.67 4.14 -1.63
H -5.03 2.11 -1.52
H -4.02 -0.24 -1.88
H -0.47 -0.65 -2.91
C -2.27 -1.50 -0.06
C -1.21 -1.73 1.12
O -1.61 -1.97 2.28
H -3.25 -2.27 -0.07
H -2.56 -0.57 -0.10
H -1.49 -2.48 -1.53
H 0.34 -3.54 2.64
H 2.23 -3.73 4.29
H 4.08 -1.90 5.33
H 4.97 -2.91 4.29
H 5.18 -1.16 4.21
```

- Total charge: 0
- LUMO level: 0.0032 Ha
- Spin multiplicity: 1
- Orbital gap: 7.9 eV
- Energy above the lowest of the compared OMol25 structures with the same formula, charge and spin: 334.9 kcal/mol

=====

Computed, not measured: 4 unconnected molecules or ions with the total composition C6H16NO at a distorted geometry, with the ωB97M-V functional and the def2-TZVPD basis.

XYZ file:
```
24
C6H16NO, DFT the ωB97M-V functional and the def2-TZVPD basis
C -0.31 -0.61 -1.46
C 0.64 -1.24 -0.62
C 0.62 0.50 -0.63
C 1.12 -0.76 3.41
C 0.97 -2.08 3.05
C 1.65 -2.66 2.01
N -2.62 3.59 -3.25
H -1.34 -0.30 -1.16
H -0.24 -0.93 -2.57
H 0.29 -1.59 0.36
H 1.33 -1.85 -1.24
H -0.14 1.26 -0.36
H 0.55 -2.92 3.84
H 0.75 -0.42 4.42
H 2.02 -0.24 3.02
H 2.45 -2.13 1.43
H 1.72 -3.69 1.92
H 1.20 0.44 0.56
H -3.10 4.41 -2.93
H -2.24 2.88 -2.59
H -2.40 3.62 -4.31
H -2.43 2.16 -0.48
H 1.46 0.82 -1.20
O -1.92 1.75 -1.23
```

- Total charge: +1
- LUMO level: -0.2939 Ha
- Spin multiplicity: 1
- Orbital gap: 2.0 eV
- Energy above the lowest of the compared OMol25 structures with the same formula, charge and spin: 285.5 kcal/mol

=====

Computed, not measured: 2 unconnected molecules or ions with the total composition C4H7BrN2O2 at a distorted geometry, with the ωB97M-V functional and the def2-TZVPD basis.

XYZ file:
```
16
C4H7BrN2O2, DFT the ωB97M-V functional and the def2-TZVPD basis
C 2.13 -1.16 0.40
C 0.71 1.11 0.38
C -2.45 -0.29 -1.17
C -0.35 0.74 -0.55
N 2.08 -2.00 1.25
N -1.60 0.41 -0.28
O 0.38 1.01 1.71
O 1.70 1.72 -0.05
Br 3.54 -0.32 -0.57
H -2.46 0.40 -1.99
H -2.27 -1.40 -1.29
H -3.44 -0.28 -0.75
H -0.21 1.10 -1.52
H 2.98 -2.62 1.48
H 1.02 1.50 2.27
H -1.75 0.08 0.69
```

- Total charge: 0
- LUMO level (alpha / beta): 0.0032 / -0.0305 Ha
- Spin multiplicity: 1
- Orbital gap (alpha / beta): 8.3 / 6.3 eV
- Energy above the lowest of the compared OMol25 structures with the same formula, charge and spin: 63.6 kcal/mol

=====

Computed, not measured: a molecular structure, C21H41AlGeN6O2S at a distorted geometry, with the ωB97M-V functional and the def2-TZVPD basis.

XYZ file:
```
73
C21H41AlGeN6O2S, DFT the ωB97M-V functional and the def2-TZVPD basis
Al -3.29 1.01 -2.95
C -3.78 -2.81 -2.26
C -4.46 -1.42 -2.21
C -5.97 -1.48 -2.59
O -3.64 -0.60 -2.99
H -4.50 -3.65 -2.09
H -3.11 -2.89 -1.37
H -3.24 -3.01 -3.15
H -4.35 -1.00 -1.19
H -6.15 -1.83 -3.60
H -6.38 -0.44 -2.52
H -6.50 -2.06 -1.83
N 0.02 -7.65 1.61
C -0.05 -6.50 2.25
S -1.32 -6.42 3.39
C 1.07 -5.57 1.91
C 1.11 -4.38 2.60
C 2.34 -3.71 2.54
N 3.35 -4.03 1.78
C 3.35 -5.24 1.27
C 2.24 -6.03 1.27
H -0.52 -8.43 1.94
H 0.60 -7.67 0.76
H 0.32 -4.03 3.23
H 2.42 -2.79 3.12
H 4.22 -5.52 0.67
H 2.26 -7.07 0.89
C 6.71 1.20 4.76
Ge 5.00 1.18 3.72
C 5.09 2.98 2.79
C 3.41 1.25 4.98
C 4.74 -0.49 2.58
H 6.94 2.22 5.11
H 7.56 0.98 4.08
H 6.64 0.55 5.64
H 6.22 3.13 2.66
H 4.70 3.77 3.46
H 4.55 3.16 1.83
H 2.45 1.35 4.44
H 3.56 2.06 5.77
H 3.32 0.40 5.65
H 3.95 -1.13 2.88
H 5.74 -0.95 2.77
C -3.15 3.85 -0.38
C -2.98 2.37 -0.29
C -3.67 1.90 1.00
C -1.39 1.89 -0.35
N -3.64 1.83 -1.40
H -4.21 4.04 -0.45
H -2.85 4.12 -1.41
H -2.57 4.36 0.41
H -3.35 2.25 1.99
H -3.37 0.83 1.05
H -4.76 1.92 0.88
H -0.98 1.51 0.60
H -0.85 2.72 -0.73
H -1.33 1.03 -1.06
H 4.88 -0.12 1.62
C 0.33 4.63 -4.36
N -0.72 3.58 -4.61
C -2.21 3.93 -4.81
C -2.81 2.56 -4.59
O -3.99 2.46 -4.08
N -1.82 1.60 -4.16
C -0.61 2.31 -4.16
N 0.55 1.68 -3.85
H 0.95 4.29 -3.50
H -0.09 5.62 -4.14
H 0.93 4.69 -5.28
H -2.37 4.43 -5.81
H -2.62 4.52 -3.95
H 0.57 0.68 -3.90
H 1.49 2.11 -3.91
```

- Total charge: -2
- LUMO level (alpha / beta): 0.1383 / 0.1375 Ha
- Spin multiplicity: 1
- Orbital gap (alpha / beta): 3.7 / 3.5 eV
- Energy above the lowest of the compared OMol25 structures with the same formula, charge and spin: 0.0 kcal/mol

=====

Computed, not measured: a gas-phase ion, C8H8 (charge -1) at a distorted geometry, with the ωB97M-V functional and the def2-TZVPD basis.

XYZ file:
```
16
C8H8, DFT the ωB97M-V functional and the def2-TZVPD basis
C 1.66 -0.73 -0.75
C 2.55 -0.12 -1.55
C -0.48 0.31 -0.98
C 0.49 -0.20 -0.07
C 0.23 -0.29 1.31
C -1.05 0.03 1.79
C -2.07 0.39 0.90
C -1.72 0.60 -0.47
H 1.86 -1.82 -0.64
H 3.31 -0.61 -2.13
H 2.74 0.95 -1.61
H -0.10 0.62 -1.94
H 1.02 -0.53 1.97
H -1.29 0.08 2.85
H -3.13 0.52 1.09
H -2.46 1.14 -1.08
```

- Total charge: -1
- LUMO level (alpha / beta): 0.1622 / 0.1583 Ha
- Spin multiplicity: 2
- Orbital gap (alpha / beta): 3.8 / 7.9 eV
- Energy above the lowest of the compared OMol25 structures with the same formula, charge and spin: 8.0 kcal/mol
- Expectation value of S²: 0.77

=====

Computed, not measured: a molecular structure, C7H11N2OOsS4Se, with the ωB97M-V functional and the def2-TZVPD basis.

XYZ file:
```
27
C7H11N2OOsS4Se, DFT the ωB97M-V functional and the def2-TZVPD basis
Os 0.14 0.29 0.94
S 0.01 -1.45 2.16
S -0.77 -0.96 4.02
S -1.45 0.93 3.68
S 0.28 1.62 2.76
O 2.21 0.40 0.81
C 2.78 0.71 -0.26
C 4.26 0.80 -0.33
C 4.59 2.30 -0.59
C 3.55 3.32 -0.09
C 2.34 3.57 -1.01
C 1.34 2.42 -1.07
N 2.05 1.14 -1.32
H 4.65 0.17 -1.13
H 4.68 0.44 0.61
H 4.74 2.45 -1.67
H 5.55 2.50 -0.12
H 4.07 4.28 0.02
H 3.22 3.06 0.92
H 2.71 3.77 -2.03
H 1.82 4.47 -0.69
H 0.59 2.56 -1.84
H 0.81 2.36 -0.11
H 2.62 1.22 -2.16
Se -3.94 1.33 -1.30
C -2.51 0.93 -0.48
N -1.50 0.65 0.11
```

- Total charge: +1
- LUMO level (alpha / beta): -0.2046 / -0.2046 Ha
- Spin multiplicity: 1
- Orbital gap (alpha / beta): 5.9 / 5.9 eV
- Energy above the lowest of the compared OMol25 structures with the same formula, charge and spin: 0.9 kcal/mol

=====

Computed, not measured: 7 unconnected molecules or ions with the total composition C45H55BNO3 at a distorted geometry, with the ωB97M-V functional and the def2-TZVPD basis.

XYZ file:
```
105
C45H55BNO3, DFT the ωB97M-V functional and the def2-TZVPD basis
C -0.73 -1.75 1.30
C -1.50 -1.01 0.19
C -1.09 -1.66 -1.15
C -1.07 0.45 0.26
C -1.97 1.45 -0.50
B -1.61 1.63 -2.03
O -2.56 2.02 -2.96
O -0.30 1.50 -2.45
C -3.45 1.17 -0.24
C -3.86 -0.30 -0.32
C -5.27 -0.41 0.31
C -4.00 -0.75 -1.76
N -2.96 -1.18 0.46
O -3.25 -1.26 1.71
H -1.12 -2.75 1.45
H 0.30 -1.83 0.96
H -0.72 -1.19 2.21
H -0.45 -2.51 -0.96
H -0.49 -0.98 -1.73
H -1.92 -2.04 -1.73
H -0.96 0.76 1.29
H -0.08 0.50 -0.18
H -1.77 2.42 -0.04
H -2.82 1.29 -3.55
H -0.18 0.75 -3.06
H -3.76 1.56 0.72
H -4.03 1.71 -0.98
H -5.33 0.12 1.24
H -5.52 -1.46 0.43
H -5.96 0.06 -0.38
H -4.91 -0.37 -2.19
H -4.09 -1.84 -1.76
H -3.12 -0.52 -2.35
C -1.32 -0.40 -5.93
C -1.47 -0.54 -7.30
C -2.20 -1.60 -7.82
C -2.78 -2.52 -6.96
C -2.64 -2.38 -5.59
C -1.90 -1.33 -5.08
H -0.75 0.43 -5.53
H -1.02 0.18 -7.97
H -2.31 -1.71 -8.89
H -3.36 -3.35 -7.36
H -3.10 -3.10 -4.92
H -1.78 -1.22 -4.00
C -0.43 5.87 3.13
C -1.79 6.15 3.19
C -2.59 5.89 2.08
C -2.04 5.35 0.93
C -0.68 5.07 0.88
C 0.13 5.33 1.98
H 0.20 6.07 3.99
H -2.22 6.56 4.09
H -3.65 6.11 2.12
H -2.66 5.15 0.07
H -0.24 4.65 -0.02
H 1.19 5.12 1.94
C 2.43 1.99 -0.62
C 3.60 1.88 -1.34
C 4.83 2.09 -0.72
C 4.87 2.40 0.63
C 3.70 2.50 1.36
C 2.47 2.30 0.74
H 1.47 1.83 -1.10
H 3.57 1.64 -2.40
H 5.74 2.02 -1.29
H 5.83 2.56 1.11
H 3.74 2.74 2.42
H 1.56 2.38 1.31
C -4.14 -5.33 2.33
C -3.51 -4.21 2.86
C -2.59 -4.35 3.88
C -2.28 -5.61 4.37
C -2.90 -6.74 3.84
C -3.84 -6.59 2.83
H -4.86 -5.22 1.53
H -3.73 -3.23 2.47
H -2.10 -3.48 4.29
H -1.55 -5.72 5.16
H -2.66 -7.72 4.22
H -4.33 -7.47 2.41
C 8.12 4.41 0.23
C 6.96 5.17 0.20
C 6.93 6.42 0.81
C 8.06 6.90 1.45
C 9.22 6.14 1.48
C 9.25 4.90 0.88
H 8.14 3.44 -0.24
H 6.08 4.79 -0.31
H 6.02 7.01 0.79
H 8.03 7.87 1.93
H 10.10 6.52 1.98
H 10.15 4.30 0.91
C 2.28 -5.74 2.81
C 0.91 -5.53 2.88
C 0.11 -5.76 1.76
C 0.69 -6.22 0.59
C 2.06 -6.43 0.52
C 2.86 -6.19 1.63
H 2.89 -5.55 3.68
H 0.45 -5.18 3.79
H -0.96 -5.59 1.81
H 0.08 -6.41 -0.28
H 2.51 -6.79 -0.40
H 3.93 -6.35 1.58
```

- Total charge: 0
- LUMO level (alpha / beta): 0.0159 / 0.0102 Ha
- Spin multiplicity: 2
- Orbital gap (alpha / beta): 8.8 / 9.4 eV
- Expectation value of S²: 0.75